[1]
This record from the OMol25 dataset describes C2H3N3O2 in the gas phase. The level of theory is wB97M-V/def2-TZVPD.

For the largest force on an atom, the calculation gives 0.091 hartree/bohr. The energy comes out at -10684.279 eV. The HOMO energy comes out at -0.3449 Ha. The value obtained for the orbital gap is 10.017 eV. The SMILES is Nc1no[nH]c1=O. As for the LUMO energy: 0.6 eV. The spin multiplicity is 1.

Geometry as XYZ:
```
10
Properties=species:S:1:pos:R:3:forces:R:3:lowdin_charge:R:1
N 1.68631 0.09362 -0.05648 2.584 1.954 -0.178 0.0652
O 0.43293 2.06175 -0.06709 -0.138 -2.114 0.167 0.0274
N 0.07689 -1.47504 -0.05720 0.175 2.006 -0.073 0.1250
H 2.74983 0.44559 -0.17799 -3.648 -1.355 0.443 0.2517
N -1.91933 -0.11532 -0.18976 0.823 1.381 3.461 0.0590
C 0.53800 0.82784 -0.05138 0.014 0.930 -0.565 -0.4231
H -2.30267 -1.04030 0.14778 0.122 1.533 -0.431 0.0913
O 1.46011 -1.25154 -0.03274 0.076 -1.053 -0.170 -0.0933
C -0.47813 -0.29578 -0.09407 -1.327 0.108 0.289 -0.2990
H -2.24394 0.74917 0.57892 1.319 -3.391 -2.944 0.1958
```
Positions in Å, forces in eV/Å.

---

[2]
This record from the OMol25 dataset describes an isolated ion of composition C6H10N4O4 and charge +2. The level of theory is wB97M-V/def2-TZVPD.

For the largest force on an atom, the calculation gives 0.098 hartree/bohr. The energy comes out at -20515.012 eV. The HOMO energy comes out at -0.6395 Ha. The value obtained for the orbital gap is 8.504 eV. The SMILES is CO/C(O)=N\C(/N=C(/O)OC)=[N+]=C=[NH2+]. As for the LUMO energy: -8.9 eV. Its total charge is +2. The spin multiplicity is 1.

Geometry as XYZ:
```
24
Properties=species:S:1:pos:R:3:forces:R:3:lowdin_charge:R:1
C -1.48731 -1.80688 -0.04317 0.294 -2.138 -2.344 -0.4658
H -0.20299 -0.17941 -5.16836 0.128 0.499 0.063 0.1951
O -1.56145 -1.58999 1.17311 0.666 2.012 1.045 0.0778
H -0.97652 1.33363 -4.68971 0.346 -0.084 -0.711 0.1928
C -0.06631 -0.15603 -0.95421 0.380 -2.544 4.327 -0.2459
H -2.76738 -3.14255 1.41243 -0.177 0.251 1.511 0.1050
H -1.73870 -3.20936 -1.37549 0.167 0.388 -0.843 0.1560
N -0.24715 0.62498 -4.52380 -1.538 -0.129 -0.826 0.2895
H 2.80017 2.97727 1.64460 0.503 -1.000 -1.766 0.1548
C 2.88064 2.76651 0.51224 -2.299 4.053 1.670 0.0254
C -0.12883 0.41210 -3.28575 1.645 0.172 1.741 -0.0243
C -2.04570 -2.61613 2.08085 -0.178 -2.108 -0.764 0.0640
H 2.72206 -0.64316 1.44213 -0.608 0.341 -0.189 0.1808
H -2.50404 -2.05841 2.95991 1.062 -1.200 -1.065 0.1462
H -1.18626 -3.42319 2.14304 -1.602 1.977 0.832 0.1633
O 2.64796 0.31845 1.28813 0.402 0.682 -0.277 0.2100
H 3.73131 2.35293 0.10499 2.254 -0.466 -0.265 0.0819
N 0.74388 -0.09427 0.16353 -1.711 0.165 -2.803 0.2289
N -1.05995 -1.05175 -1.05039 1.366 2.737 -0.319 0.2070
N 0.25861 0.40666 -2.17453 -0.044 0.605 -1.323 0.3156
O -1.85602 -2.99635 -0.45478 -0.506 -0.495 1.676 0.1977
O 1.80448 1.95317 0.04509 -1.252 -1.069 0.117 0.0497
C 1.73087 0.74326 0.45621 -0.182 -1.258 0.158 -0.4450
H 2.59683 3.77773 0.06555 0.886 -1.391 0.355 0.1395
```
Positions in Å, forces in eV/Å.

---

[3]
This record from the OMol25 dataset describes a 2-piece molecular cluster, C6H12NO5 overall. The level of theory is wB97M-V/def2-TZVPD.

For the largest force on an atom, the calculation gives 0.090 hartree/bohr. Its expectation value of S² is 3.762. The energy comes out at -18133.290 eV. The HOMO energy (alpha / beta) comes out at -0.2429 / -0.3866 Ha. The value obtained for the orbital gap (alpha / beta) is 7.318 / 9.376 eV. As for the LUMO energy (alpha / beta): 0.7 / -1.1 eV. The spin multiplicity is 4.

Geometry as XYZ:
```
24
Properties=species:S:1:pos:R:3:forces:R:3:lowdin_charge:R:1
H -0.02870 4.89655 1.04408 -0.417 0.114 -0.327 0.1129
O 0.33836 3.89911 2.78871 -0.099 0.175 -1.372 0.0102
H -0.46004 4.01468 -1.35991 -0.049 -0.035 0.096 0.0706
C -1.12559 0.90292 4.11930 -1.173 -0.894 -0.165 -0.0352
N 0.93337 3.63080 3.94864 -0.522 0.609 0.369 -0.3977
C -1.01198 4.54683 0.70772 0.039 0.371 -0.312 -0.2423
H -0.81886 5.71954 -1.11310 -0.031 -0.224 0.174 0.0722
C -0.98031 3.31286 2.79565 0.638 2.426 -1.778 -0.2494
O 1.01308 1.28432 3.03811 0.546 -1.823 -2.991 0.0139
H -1.64576 4.12818 3.10295 -0.041 -0.017 -0.018 0.1548
H -1.77644 5.19885 1.15003 0.224 0.095 0.058 0.1146
C -0.92654 2.39343 3.93431 -2.331 -0.484 3.988 -0.3006
O 0.64426 0.65127 2.05142 1.102 1.144 1.739 0.0716
H -1.41552 0.36157 3.21142 0.328 0.115 0.135 0.0884
H -0.53392 2.43054 0.87262 -0.026 0.099 0.127 0.1112
H -2.14210 4.56747 -1.17909 0.248 -0.129 0.097 0.0711
H -0.28358 0.43736 4.60644 0.375 -0.101 -0.223 0.0864
H -1.74582 2.80611 4.54708 -0.052 -0.383 -0.171 0.1505
H -1.93850 0.72500 4.82697 -0.121 0.264 -0.117 0.0862
O 2.03324 4.00777 4.23170 2.559 0.667 0.598 0.0654
H -2.23120 2.81519 1.06797 -0.143 -0.123 0.308 0.1286
O 0.18247 2.84619 4.72984 -0.642 -1.123 0.889 0.0486
C -1.11251 4.70338 -0.81743 -0.239 -0.099 0.059 -0.1017
C -1.22520 3.15192 1.32110 -0.174 -0.643 -1.163 -0.1302
```
Positions in Å, forces in eV/Å.

---

[4]
This record from the OMol25 dataset describes C38H35BBrFInN7O6PS3Se2 as an isolated structure. The level of theory is wB97M-V/def2-TZVPD.

For the largest force on an atom, the calculation gives 0.033 hartree/bohr. The energy comes out at -313796.888 eV. The HOMO energy comes out at -0.1860 Ha. The value obtained for the orbital gap is 7.066 eV. As for the LUMO energy: 2.0 eV. Its total charge is -1. The spin multiplicity is 1.

Geometry as XYZ:
```
96
Properties=species:S:1:pos:R:3:forces:R:3:lowdin_charge:R:1
C -1.04976 4.76470 -0.40017 0.181 -0.146 -0.067 -0.1171
H -2.22036 -0.57250 0.39373 -0.064 0.083 -0.045 0.0803
H -2.81006 -6.03640 -4.57177 -0.059 -0.066 -0.049 0.0935
N 5.61354 -0.36360 -0.62637 0.365 -0.603 0.186 0.0176
H 0.63754 -4.55190 -2.52937 0.041 -0.043 -0.008 0.1013
C -4.55476 4.78050 -1.81447 -0.207 -0.120 -0.043 -0.4965
H 5.65204 -0.86890 1.36663 -0.031 0.187 -0.114 0.1322
C 4.99584 0.24440 -1.67237 0.140 0.184 -1.139 0.0504
H -1.22446 3.15060 5.56723 -0.168 0.076 0.065 0.1226
C 6.53924 -0.77500 -3.28117 -0.078 0.146 0.331 -0.4294
C -2.74356 -1.24560 1.06493 -0.316 0.005 -0.257 -0.2075
C -2.30486 -5.23610 -4.05057 -0.110 -0.065 -0.040 -0.1052
H -4.29766 -3.75540 3.44313 -0.065 -0.047 0.043 0.0916
H -3.01556 2.10380 0.24973 -0.094 -0.054 0.019 0.0378
C 2.62774 -2.57160 -2.13277 -0.090 -0.033 0.159 -0.1266
H 0.66044 -1.28920 -4.55667 -0.056 0.084 -0.075 0.1042
C 2.93434 2.18940 3.89283 0.623 0.034 -0.357 -0.0350
Se 0.14284 -2.70080 0.10683 0.326 0.467 0.502 0.4036
H -4.10106 6.62790 -1.50947 0.005 -0.183 -0.079 0.0919
S -1.07336 1.73480 1.84643 1.068 0.070 -0.581 0.7209
C -1.35186 2.85070 -1.82897 0.108 -0.086 -0.088 -0.1217
O 7.03514 -0.98000 -4.36637 -0.096 0.026 -0.262 0.0788
H 4.75584 -2.48230 -4.75987 0.093 -0.013 -0.055 0.0992
C -2.56806 -2.65190 2.82353 -0.135 0.175 -0.209 -0.7478
H -4.65386 -1.08140 0.10423 -0.029 0.075 -0.103 0.1014
S 1.28574 -0.52880 3.75443 -0.007 -0.580 -0.682 0.6935
H -4.67186 1.44190 0.22153 -0.030 -0.049 -0.007 0.0953
H -2.77226 -2.03930 -3.06387 -0.008 0.075 0.020 0.0926
H -0.42166 5.33020 0.27033 0.021 0.086 0.151 0.1031
C -4.67026 1.04400 2.95523 -0.129 -0.064 0.310 -0.0576
S 1.09914 3.13680 -0.55357 0.094 0.549 0.404 0.4463
H -5.72306 -2.69730 1.67413 -0.078 -0.023 0.004 0.1045
H 2.99324 2.52030 2.85553 0.062 -0.064 0.139 0.0874
F 4.78464 0.72240 -3.94827 0.183 -0.206 0.122 0.0813
C 3.84134 -2.37410 -4.19537 0.074 -0.094 -0.049 -0.1004
H 4.14374 0.86980 -1.44657 -0.134 0.062 0.027 0.1007
H -2.70466 6.07090 -0.19277 -0.036 0.062 0.061 0.1110
H 5.58534 0.89090 1.05153 -0.039 -0.104 -0.042 0.1363
C -4.67836 -2.43940 1.77263 0.135 0.013 -0.034 -0.0697
C -3.90396 -3.02480 2.75543 -0.037 -0.054 -0.003 -0.1152
Br -1.46816 -3.49800 4.10493 0.154 -0.115 0.115 0.7597
C 3.79394 -2.73080 -2.85917 0.113 -0.096 -0.138 -0.0871
C -2.93796 -4.01960 -3.86507 -0.151 -0.123 -0.104 -0.1031
H -4.40146 0.26240 4.99533 -0.115 -0.106 0.183 0.1179
O 3.10524 -1.19820 0.63473 -0.897 -0.675 -0.016 -0.0841
C -3.96036 2.04120 0.78643 -0.017 0.286 -0.435 -0.0376
H -0.95626 1.95180 -2.28627 -0.019 -0.006 0.092 0.0546
C -0.54786 3.59060 -0.96387 0.008 -0.072 -0.138 -0.6492
H -1.34306 -0.70110 4.91153 0.068 -0.278 0.058 0.0251
H -2.16366 0.71400 6.04683 -0.173 0.085 0.293 0.0764
O -4.88036 6.09250 -1.70607 -0.231 0.157 0.041 0.1020
C -4.01926 0.64200 4.07163 -0.611 -0.007 -0.043 -0.0632
Se 1.29674 1.07920 -1.16047 -0.142 -0.629 -0.010 0.3184
O -5.40016 3.97900 -2.12357 0.113 0.280 0.019 0.1008
N 1.56624 2.10550 4.31013 -0.694 -0.184 0.202 -0.1056
O 3.12534 0.88550 1.35493 -0.500 0.469 0.398 -0.1327
C -2.33196 5.17900 -0.68107 -0.252 -0.058 -0.222 -0.0376
C -0.99356 -3.18190 -2.72197 0.058 0.181 0.127 -0.4576
N -2.00266 -1.78020 2.02323 0.004 -0.124 0.696 -0.0150
H -3.94076 -3.87190 -4.24317 -0.050 0.032 -0.013 0.0952
C -0.36646 -4.40890 -2.90677 -0.083 -0.022 0.013 -0.1080
N -0.41586 1.33590 4.81133 0.401 -0.058 0.104 -0.0283
H 2.74924 -1.56200 -5.84557 -0.010 0.027 -0.086 0.1015
C 1.49214 -2.05420 -2.73857 -0.028 0.145 0.120 -0.4711
N 7.05804 -1.37980 -2.13897 0.179 -0.213 -0.119 0.2131
C 0.77054 1.01250 4.28503 0.352 -0.145 0.060 -0.7334
N -2.67826 0.80010 3.88613 -0.093 0.179 -0.421 0.0220
C -1.02126 -5.43020 -3.56537 0.110 -0.122 0.004 -0.0875
C 5.41024 0.07610 -2.94677 -0.266 0.400 0.337 -0.1899
H 3.38304 1.19840 3.95773 -0.046 0.138 -0.048 0.0700
C -0.37986 2.65690 5.13323 0.188 0.533 0.085 -0.0693
C -2.49376 1.28550 2.65193 0.031 0.102 -0.228 -0.6696
H 4.67244 -3.13310 -2.37277 0.078 -0.055 0.044 0.1055
N -3.71396 1.45650 2.06913 0.244 -0.245 0.702 -0.1297
In 0.89284 -0.33490 1.17113 0.251 -0.130 -0.180 0.2055
H 3.47024 2.88610 4.53763 -0.094 -0.023 0.074 0.0947
C 0.84494 3.14520 4.81893 -0.379 0.214 0.191 -0.0460
H -5.71136 1.07060 2.71123 -0.227 0.001 0.000 0.1187
C -2.63726 3.25960 -2.09877 -0.225 0.353 0.041 -0.0243
H 2.60704 -2.85130 -1.08957 -0.059 0.048 0.061 0.0479
H -4.35806 3.05120 0.89873 -0.017 -0.006 -0.030 0.1023
B -1.65236 0.43630 5.00193 0.162 -0.069 -0.190 -0.4665
P -0.12186 -1.78550 -1.88697 -0.174 -0.254 -0.547 0.6027
C 3.67284 -0.13770 0.92503 1.652 0.373 -0.115 -0.7406
H 1.26574 4.12450 4.91713 0.038 0.176 0.039 0.1179
C 2.71184 -1.85240 -4.80537 -0.029 0.029 -0.144 -0.0820
C -3.15086 4.42980 -1.53267 0.421 -0.174 0.096 -0.1749
H -3.27136 2.69120 -2.76327 -0.046 -0.080 -0.023 0.1244
C -2.28346 -2.99490 -3.20317 0.104 0.084 0.093 -0.1147
C 1.54624 -1.69110 -4.08157 0.005 0.034 0.046 -0.1071
H -0.52506 -6.38000 -3.70157 0.023 -0.114 -0.041 0.0984
O 7.24314 -1.80420 0.07213 0.258 -0.259 0.322 0.0759
H 7.84284 -2.00900 -2.28487 -0.237 0.205 0.051 0.1705
C 6.66884 -1.23130 -0.82487 -0.087 0.193 -0.074 -0.4771
C 5.21294 -0.08910 0.73943 -0.482 0.083 0.490 -0.0167
C -4.08606 -1.53550 0.90103 -0.005 -0.127 0.012 -0.0611
```
Positions in Å, forces in eV/Å.